(1)
Density functional theory data (ωB97M-V/def2-TZVPD) for one molecule with the formula C5H10O at a distorted geometry.

The geometry in XYZ format:
```
16
Properties=species:S:1:pos:R:3:forces:R:3:mulliken_charge:R:1
H 1.482732 0.428171 0.331864 -0.28 -0.11 -0.09 0.38
C -0.561748 -0.304014 -0.413731 1.84 -0.15 -0.25 1.20
O -1.763740 0.121691 -0.478709 -0.56 0.24 0.02 -0.67
H -0.917183 -2.251790 0.563448 0.14 0.12 -0.07 0.31
H -0.025361 0.652351 -2.267368 0.09 -0.13 -0.07 0.36
C 0.436825 0.751886 0.357353 -0.32 0.55 -0.24 -0.55
C -0.046827 1.045176 1.767786 -0.04 -0.06 0.04 -1.20
H -0.425745 -1.063303 -2.499634 0.10 0.04 0.10 0.35
H 0.148649 0.213765 2.453631 -0.04 0.11 -0.12 0.30
C 0.131732 -0.357468 -1.883234 -0.36 0.52 -0.20 -1.21
H 0.459899 1.933560 2.161100 -0.08 -0.13 -0.05 0.36
H 0.861773 -1.874329 0.161481 -0.20 0.13 -0.03 0.34
H 0.327099 1.640215 -0.271210 0.10 -0.02 0.12 0.34
C -0.180365 -1.565576 0.143875 -0.33 -1.14 0.61 -0.98
H -1.123061 1.233534 1.742442 0.15 0.03 0.10 0.32
H 1.195320 -0.603869 -1.869093 -0.21 0.00 0.15 0.35
```
Positions in Å, forces in eV/Å.

Summary:
Spin multiplicity ... 1
Calculated total energy ... -7390.565 eV
ΔE to the lowest compared entry with this formula, charge and spin ... 96.9 kcal/mol
Total charge ... 0
Highest occupied orbital energy (alpha / beta) ... -9.30 / -8.33 eV
Kohn-Sham gap (alpha / beta) ... 8.959 / 6.775 eV

---

(2)
Density functional theory data (ωB97M-V/def2-TZVPD) for one molecule with the formula C5H10O at a distorted geometry.

The geometry in XYZ format:
```
16
Properties=species:S:1:pos:R:3:forces:R:3:mulliken_charge:R:1
C 0.135667 0.104184 0.884515 1.02 -0.18 -0.47 0.12
H 1.547458 1.649961 0.784112 0.11 0.22 -0.20 0.24
H 0.272386 1.738737 -0.454811 0.11 0.10 -0.01 0.29
C -2.037339 -0.566266 -0.532475 -0.09 0.25 -0.18 -1.17
C 1.815630 0.260105 -0.880196 0.07 0.08 -0.06 -1.10
H -0.470902 -1.847419 0.281382 -0.98 0.13 1.35 0.32
H 2.563997 0.899651 -1.352184 -0.04 -0.07 0.00 0.34
H -2.230046 0.501227 -0.581437 -0.17 -0.02 -0.40 0.32
H -2.834836 -1.013518 0.077614 -0.03 0.13 -0.34 0.29
H -2.056475 -1.061000 -1.507404 0.20 0.14 0.03 0.36
H 0.742912 -0.484157 1.584384 0.58 0.08 -0.30 0.31
C -0.817517 -0.796361 0.282363 -0.44 0.11 0.52 -0.06
H 2.347805 -0.557681 -0.374125 -0.11 0.24 0.00 0.32
O -1.083461 0.302670 1.492881 -0.31 -1.75 -0.14 -0.55
C 0.940321 1.067443 0.089353 0.03 0.39 0.01 -0.33
H 1.213892 -0.196159 -1.677435 0.05 0.14 0.19 0.29
```
Positions in Å, forces in eV/Å.

Summary:
SMILES ... CC[C@H]1O[C@H]1C
Spin multiplicity ... 1
Calculated total energy ... -7392.096 eV
ΔE to the lowest compared entry with this formula, charge and spin ... 61.6 kcal/mol
Total charge ... 0
Highest occupied orbital energy ... -9.55 eV
Kohn-Sham gap ... 10.554 eV

---

(3)
Density functional theory data (ωB97M-V/def2-TZVPD) for a 2-piece molecular cluster, C5H10O overall at a distorted geometry.

The geometry in XYZ format:
```
16
Properties=species:S:1:pos:R:3:forces:R:3:mulliken_charge:R:1
H -1.870050 -1.785911 -0.010688 0.10 0.07 -0.37 0.34
C -0.022693 -0.116595 0.687496 -1.01 -0.02 0.25 -1.15
H -0.427945 0.670117 1.342567 2.30 0.21 0.86 0.29
C -0.904808 0.077116 -0.301008 0.14 -0.21 -0.68 0.81
H -0.300313 1.232715 -1.867361 -0.23 0.25 0.01 0.27
H -1.876731 1.793756 -1.275904 -0.08 0.04 -0.01 0.34
C -0.903313 1.417228 -0.965032 -0.28 0.10 -0.11 -1.16
H 2.620318 -0.268280 2.332762 0.04 -0.07 -0.11 0.25
C 3.091554 -0.314911 1.331294 0.10 -0.19 -0.07 -0.09
H -1.438308 -1.435861 -1.715526 -0.22 -0.21 -0.32 0.29
H -0.345791 2.172134 -0.394589 -0.24 -0.25 0.01 0.37
H 0.301888 -1.143924 0.877807 -0.57 0.38 0.96 0.41
H 3.182977 0.655398 0.805736 0.01 -0.14 -0.02 0.24
H -2.799113 -0.594067 -0.920228 0.16 -0.13 -0.19 0.33
O 3.486297 -1.347974 0.854213 -0.17 0.42 0.19 -0.41
C -1.793970 -1.010935 -0.781540 -0.03 -0.24 -0.38 -1.15
```
Positions in Å, forces in eV/Å.

Summary:
SMILES ... C=C(C)C.C=O
Spin multiplicity ... 1
Calculated total energy ... -7391.469 eV
ΔE to the lowest compared entry with this formula, charge and spin ... 76.0 kcal/mol
Total charge ... 0
Highest occupied orbital energy ... -8.50 eV
Kohn-Sham gap ... 9.400 eV

---

(4)
Density functional theory data (ωB97M-V/def2-TZVPD) for one molecule with the formula C5H10O at a distorted geometry.

The geometry in XYZ format:
```
16
Properties=species:S:1:pos:R:3:forces:R:3:mulliken_charge:R:1
H -0.555662 -0.954563 -2.543281 0.15 0.09 0.23 0.27
H 1.255731 1.127015 -1.372462 -0.20 -0.12 0.25 0.29
H 0.082401 -2.048920 0.161987 0.00 0.27 0.06 0.29
H -1.020664 0.766875 0.595025 -0.68 -0.27 -1.08 0.22
O -0.330010 1.255837 2.392725 0.43 -0.09 0.70 -0.56
C 0.270413 0.672117 -1.202225 0.04 0.10 0.05 -0.59
H 1.002663 -0.339228 2.076225 -0.11 0.19 -0.22 0.23
H -1.500109 -1.416691 -0.310995 0.17 -0.03 0.00 0.22
C 0.606331 0.547460 1.555326 0.13 -0.04 -0.20 -0.57
H -0.489153 1.342231 -1.628223 0.28 -0.14 0.09 0.22
H 1.077970 -1.266349 -1.934785 -0.18 0.11 0.09 0.23
H -0.962813 0.644832 2.800102 0.40 0.07 -0.26 0.30
C -0.139654 0.233066 0.244893 -0.22 0.20 0.15 0.22
H 1.429719 1.254706 1.388919 -0.17 -0.21 0.07 0.26
C 0.119634 -0.791410 -1.693818 0.05 -0.02 -0.07 -0.45
C -0.427524 -1.197093 -0.303848 -0.08 -0.11 0.13 -0.58
```
Positions in Å, forces in eV/Å.

Summary:
SMILES ... OCC1CCC1
Spin multiplicity ... 1
Calculated total energy ... -7393.079 eV
ΔE to the lowest compared entry with this formula, charge and spin ... 38.9 kcal/mol
Total charge ... 0
Highest occupied orbital energy ... -10.07 eV
Kohn-Sham gap ... 11.080 eV

---

(5)
Density functional theory data (ωB97M-V/def2-TZVPD) for a 2-piece molecular cluster, C5H10O overall at a distorted geometry.

The geometry in XYZ format:
```
16
Properties=species:S:1:pos:R:3:forces:R:3:mulliken_charge:R:1
H -1.980417 -0.094228 1.820973 0.12 0.02 0.09 0.37
H 0.527372 -0.746048 0.210396 -0.28 0.15 -0.08 0.22
C 1.817139 0.873474 -0.351512 0.03 0.72 0.46 0.81
H -0.570615 0.977220 1.762516 -0.05 -0.25 -0.11 0.25
H -1.002589 -0.252978 -1.828405 0.05 0.03 0.19 0.31
H 3.276586 -0.023867 -1.425391 0.05 -0.04 -0.11 0.28
C 2.218355 -0.032254 -1.213541 0.18 0.21 -0.13 -0.95
H 1.547016 -0.695072 -1.745837 0.10 0.22 0.26 0.26
H -2.331029 0.020572 -0.708241 0.19 0.05 -0.03 0.40
H -1.033842 1.204550 -0.809926 0.10 -0.27 0.07 0.30
C -0.554275 -0.651850 0.302441 -0.29 -0.10 0.03 -0.14
C -1.244355 0.125798 -0.827976 -0.07 -0.01 -0.03 -1.17
O 1.532676 1.690398 0.433499 0.27 -0.77 -0.78 -0.37
C -0.896035 -0.067706 1.668505 -0.10 -0.02 0.10 -1.19
H -0.887526 -1.691255 0.240300 -0.18 -0.02 0.13 0.31
H -0.418465 -0.636750 2.472196 -0.10 0.07 -0.06 0.31
```
Positions in Å, forces in eV/Å.

Summary:
SMILES ... C=C=O.CCC
Spin multiplicity ... 1
Calculated total energy ... -7393.401 eV
ΔE to the lowest compared entry with this formula, charge and spin ... 31.5 kcal/mol
Total charge ... 0
Highest occupied orbital energy ... -9.29 eV
Kohn-Sham gap ... 10.263 eV

---

(6)
Density functional theory data (ωB97M-V/def2-TZVPD) for a 2-piece molecular cluster, C5H10O overall.

The geometry in XYZ format:
```
16
Properties=species:S:1:pos:R:3:forces:R:3:mulliken_charge:R:1
C 1.339302 -0.970931 0.222024 0.03 -0.05 0.00 -1.37
O -1.714598 -0.850823 -0.630239 0.21 0.28 0.02 -0.54
H -1.568609 2.160899 -0.413955 0.10 -0.12 -0.03 0.24
H 0.107695 0.258272 1.518210 -0.02 -0.02 -0.17 0.31
H 1.372824 1.472792 -0.980601 -0.12 0.00 0.10 0.28
C 0.571356 1.519582 -0.237380 0.16 0.12 0.01 -0.69
C -0.966040 0.049065 -0.367774 -0.15 -0.11 -0.09 0.26
H 1.004354 -1.902780 0.687800 0.04 0.14 -0.07 0.33
H -1.620912 -2.574561 0.837263 -0.02 -0.03 0.12 -0.25
H 2.315967 -0.704125 0.639898 -0.15 -0.04 -0.03 0.36
C -0.841825 1.483298 -0.874402 -0.12 0.07 -0.10 -0.43
C 0.329252 0.144196 0.448579 0.04 -0.09 0.06 0.38
H 0.764185 2.356320 0.437703 -0.03 -0.13 -0.10 0.29
H -1.650760 -2.861297 1.524570 0.02 -0.07 0.00 0.23
H 1.469482 -1.159802 -0.849834 0.00 0.03 0.14 0.33
H -0.911677 1.579890 -1.961862 0.01 0.02 0.15 0.28
```
Positions in Å, forces in eV/Å.

Summary:
SMILES ... C[C@H]1CCC1=O.[H][H]
Spin multiplicity ... 1
Calculated total energy ... -7393.070 eV
ΔE to the lowest compared entry with this formula, charge and spin ... 39.1 kcal/mol
Total charge ... 0
Highest occupied orbital energy ... -9.46 eV
Kohn-Sham gap ... 10.445 eV

---

(7)
Density functional theory data (ωB97M-V/def2-TZVPD) for a 3-piece molecular cluster, C5H10O overall.

The geometry in XYZ format:
```
16
Properties=species:S:1:pos:R:3:forces:R:3:mulliken_charge:R:1
C 0.469158 0.516721 2.047236 -0.20 -0.05 0.19 -0.39
H 1.667894 -1.947302 -0.674103 -0.17 -0.01 -0.06 0.24
H 0.191484 -2.737177 -0.019395 0.08 0.05 -0.13 0.27
H -1.700976 1.533346 -0.422135 -0.01 0.12 0.00 -0.18
H 0.285422 -0.107051 -1.660649 -0.13 -0.10 0.09 0.36
O -1.239585 -0.682032 -0.473529 0.26 -0.11 -0.18 -0.46
H 0.540684 0.844748 3.088778 -0.03 -0.08 -0.21 0.21
C 1.049616 1.384210 0.966369 0.25 -0.24 -0.01 -0.28
H -1.685733 2.279271 -0.408811 -0.03 -0.01 -0.02 0.17
H 0.911614 2.285523 0.386353 0.07 -0.20 0.13 0.37
H -0.413902 -0.089693 1.821582 0.19 0.13 0.08 0.14
H 2.588621 -0.313652 1.080385 -0.16 0.16 0.04 0.39
H 0.532574 -2.742144 -1.772428 0.01 0.13 0.11 0.35
C 0.606884 -2.156996 -0.846655 -0.04 -0.02 0.08 -0.96
C -0.173160 -0.878041 -1.003063 -0.04 -0.08 0.03 0.20
C 1.728046 0.318107 1.249001 -0.05 0.31 -0.14 -0.43
```
Positions in Å, forces in eV/Å.

Summary:
SMILES ... C1=CC1.[H][H].CC=O
Spin multiplicity ... 1
Calculated total energy ... -7390.505 eV
ΔE to the lowest compared entry with this formula, charge and spin ... 98.2 kcal/mol
Total charge ... 0
Highest occupied orbital energy ... -9.53 eV
Kohn-Sham gap ... 10.624 eV

---

(8)
Density functional theory data (ωB97M-V/def2-TZVPD) for one molecule with the formula C5H10O.

The geometry in XYZ format:
```
16
Properties=species:S:1:pos:R:3:forces:R:3:mulliken_charge:R:1
H -0.399239 -1.527739 1.411261 0.14 0.07 0.00 0.35
H -0.161787 -1.519681 -1.114051 0.07 0.15 0.00 0.26
C -0.253963 0.642522 -1.581230 0.01 0.20 0.00 -0.71
C -1.238684 1.077578 -0.630915 -0.26 -0.02 -0.22 -0.29
H -1.118242 1.012329 1.476372 0.12 0.04 -0.14 0.32
O -0.508863 1.184349 0.729601 0.01 -0.06 0.24 -0.51
H 0.737011 -0.562766 2.395928 -0.01 -0.07 -0.15 0.34
H 0.392595 1.421727 -1.984205 -0.09 -0.09 0.01 0.22
H 1.346477 -0.794412 -1.735319 -0.10 0.06 0.10 0.26
C 0.852549 -0.213851 0.247071 0.09 -0.14 0.06 0.32
H -2.036938 0.347407 -0.419762 0.13 0.09 -0.05 0.26
C 0.599245 -1.081498 1.444130 -0.04 0.01 0.03 -1.34
H 1.681309 0.483637 0.315684 -0.14 -0.07 -0.02 0.29
H -1.674313 2.056246 -0.845576 0.10 -0.13 0.03 0.29
H 1.320336 -1.911263 1.404263 -0.06 0.11 -0.04 0.34
C 0.462508 -0.614584 -1.113252 0.04 -0.16 0.15 -0.42
```
Positions in Å, forces in eV/Å.

Summary:
Spin multiplicity ... 1
Calculated total energy ... -7390.195 eV
ΔE to the lowest compared entry with this formula, charge and spin ... 105.4 kcal/mol
Total charge ... 0
Highest occupied orbital energy (alpha / beta) ... -6.36 / -6.36 eV
Kohn-Sham gap (alpha / beta) ... 7.095 / 7.092 eV

---

Please write out number 3 again, unchanged.
Density functional theory data (ωB97M-V/def2-TZVPD) for a 2-piece molecular cluster, C5H10O overall at a distorted geometry.

The geometry in XYZ format:
```
16
Properties=species:S:1:pos:R:3:forces:R:3:mulliken_charge:R:1
H -1.870050 -1.785911 -0.010688 0.10 0.07 -0.37 0.34
C -0.022693 -0.116595 0.687496 -1.01 -0.02 0.25 -1.15
H -0.427945 0.670117 1.342567 2.30 0.21 0.86 0.29
C -0.904808 0.077116 -0.301008 0.14 -0.21 -0.68 0.81
H -0.300313 1.232715 -1.867361 -0.23 0.25 0.01 0.27
H -1.876731 1.793756 -1.275904 -0.08 0.04 -0.01 0.34
C -0.903313 1.417228 -0.965032 -0.28 0.10 -0.11 -1.16
H 2.620318 -0.268280 2.332762 0.04 -0.07 -0.11 0.25
C 3.091554 -0.314911 1.331294 0.10 -0.19 -0.07 -0.09
H -1.438308 -1.435861 -1.715526 -0.22 -0.21 -0.32 0.29
H -0.345791 2.172134 -0.394589 -0.24 -0.25 0.01 0.37
H 0.301888 -1.143924 0.877807 -0.57 0.38 0.96 0.41
H 3.182977 0.655398 0.805736 0.01 -0.14 -0.02 0.24
H -2.799113 -0.594067 -0.920228 0.16 -0.13 -0.19 0.33
O 3.486297 -1.347974 0.854213 -0.17 0.42 0.19 -0.41
C -1.793970 -1.010935 -0.781540 -0.03 -0.24 -0.38 -1.15
```
Positions in Å, forces in eV/Å.

Summary:
SMILES ... C=C(C)C.C=O
Spin multiplicity ... 1
Calculated total energy ... -7391.469 eV
ΔE to the lowest compared entry with this formula, charge and spin ... 76.0 kcal/mol
Total charge ... 0
Highest occupied orbital energy ... -8.50 eV
Kohn-Sham gap ... 9.400 eV